No. 1
Computed, not measured: a cluster of 13 separate species, C44H120N6O23 in total at a distorted geometry, with wB97M-V/def2-TZVPD.

Each atom is followed by the atoms it is bonded to, with distances in Å.
Cartesian coordinates (Å):
1 C 1.2406 1.7310 11.6107  C2 1.517, H7 1.090, H8 1.090, H9 1.090
2 C 0.5743 3.0807 11.4207  C1 1.517, C3 1.563, N6 1.477, H10 1.090
3 C -0.1362 3.3869 12.7783  C2 1.563, O4 1.436, H11 1.090, H12 1.090
4 O 0.8667 3.2926 13.8012  C3 1.436, C5 1.432
5 C 0.4257 2.4712 14.8880  O4 1.432, H13 1.090, H14 1.090, H15 1.090
6 N 1.3337 4.2711 10.9889  C2 1.477, H16 1.010, H17 1.010
7 H 0.4747 1.0227 11.9267  C1 1.090
8 H 1.8922 1.8015 12.4816  C1 1.090
9 H 1.8398 1.4388 10.7483  C1 1.090
10 H -0.2553 2.9502 10.7258  C2 1.090
11 H -1.0393 2.7946 12.9263  C3 1.090
12 H -0.7201 4.3069 12.8073  C3 1.090
13 H 0.3296 1.4352 14.5631  C5 1.090
14 H -0.5018 2.7940 15.3610  C5 1.090
15 H 1.3011 2.4649 15.5373  C5 1.090
16 H 0.8064 5.1277 11.0799  N6 1.010
17 H 2.1607 4.6016 11.4653  N6 1.010
18 C -6.7719 0.2223 3.8522  C19 1.498, H24 1.090, H25 1.090, H26 1.090
19 C -5.6892 -0.8102 3.9301  C18 1.498, C20 1.572, N23 1.495, H27 1.090
20 C -5.3500 -1.6119 2.6208  C19 1.572, O21 1.419, H28 1.090, H29 1.090
21 O -4.2380 -2.4400 2.9253  C20 1.419, C22 1.465
22 C -3.6463 -3.1702 1.8008  O21 1.465, H30 1.090, H31 1.090, H32 1.090
23 N -4.5539 -0.0214 4.4988  C19 1.495, H33 1.010, H34 1.010
24 H -7.1204 0.7431 4.7440  C18 1.090
25 H -7.6621 -0.3191 3.5320  C18 1.090
26 H -6.5388 0.9991 3.1240  C18 1.090
27 H -6.0392 -1.4797 4.7158  C19 1.090
28 H -5.0533 -0.8568 1.8929  C20 1.090
29 H -6.2033 -2.2325 2.3474  C20 1.090
30 H -2.7262 -2.6566 1.5218  C22 1.090
31 H -4.4430 -3.2195 1.0586  C22 1.090
32 H -3.5908 -4.2421 1.9909  C22 1.090
33 H -4.3039 0.6336 3.7718  N23 1.010
34 H -3.7871 -0.6596 4.6560  N23 1.010
35 C 3.0645 -10.8287 -5.6538  C36 1.510, H41 1.090, H42 1.090, H43 1.090
36 C 3.0347 -11.2593 -4.2072  C35 1.510, C37 1.599, N40 1.485, H44 1.090
37 C 2.0713 -10.2983 -3.3674  C36 1.599, O38 1.362, H45 1.090, H46 1.090
38 O 0.7717 -10.6184 -3.6204  C37 1.362, C39 1.425
39 C -0.1603 -9.7426 -2.9930  O38 1.425, H47 1.090, H48 1.090, H49 1.090
40 N 2.8816 -12.7279 -4.0493  C36 1.485, H50 1.010, H51 1.010
41 H 2.0280 -10.5611 -5.8589  C35 1.090
42 H 3.3928 -11.6761 -6.2555  C35 1.090
43 H 3.7123 -9.9636 -5.7950  C35 1.090
44 H 4.0648 -11.1007 -3.8881  C36 1.090
45 H 2.2754 -9.2701 -3.6664  C37 1.090
46 H 2.2649 -10.3463 -2.2958  C37 1.090
47 H -1.1728 -10.0877 -3.2025  C39 1.090
48 H -0.1041 -8.7005 -3.3077  C39 1.090
49 H -0.0028 -9.6614 -1.9175  C39 1.090
50 H 1.9866 -12.9812 -4.4429  N40 1.010
51 H 2.7859 -12.9389 -3.0663  N40 1.010
52 C -5.7961 1.9925 10.4659  C53 1.560, O55 1.404, H56 1.090, H57 1.090
53 C -6.7931 1.0700 11.2333  C52 1.560, O54 1.433, H58 1.090, H59 1.090
54 O -6.9329 -0.2051 10.5940  C53 1.433, H60 0.960
55 O -6.1587 2.3363 9.1536  C52 1.404, H61 0.960
56 H -4.9073 1.3986 10.2528  C52 1.090
57 H -5.5966 2.9103 11.0191  C52 1.090
58 H -7.7351 1.5956 11.3901  C53 1.090
59 H -6.5683 0.9596 12.2941  C53 1.090
60 H -7.8490 -0.4871 10.6470  O54 0.960
61 H -5.7134 1.7298 8.5573  O55 0.960
62 C -5.0604 -0.1601 -10.4124  C63 1.536, O65 1.422, H66 1.090, H67 1.090
63 C -3.6144 -0.5704 -10.0947  C62 1.536, O64 1.445, H68 1.090, H69 1.090
64 O -3.0163 -1.4160 -11.1019  C63 1.445, H70 0.960
65 O -4.7967 0.8912 -11.3329  C62 1.422, H71 0.960
66 H -5.5284 0.2616 -9.5228  C62 1.090
67 H -5.6337 -0.9860 -10.8336  C62 1.090
68 H -3.6301 -0.9512 -9.0735  C63 1.090
69 H -2.9508 0.2737 -9.9069  C63 1.090
70 H -3.0453 -1.0336 -11.9820  O64 0.960
71 H -5.5036 1.5359 -11.2540  O65 0.960
72 C 4.7893 4.0270 4.2019  C73 1.499, O75 1.437, H76 1.090, H77 1.090
73 C 5.3018 5.3249 4.7503  C72 1.499, O74 1.377, H78 1.090, H79 1.090
74 O 5.2280 5.3052 6.1255  C73 1.377, H80 0.960
75 O 5.8499 3.0568 4.2027  C72 1.437, H81 0.960
76 H 4.3977 4.2067 3.2007  C72 1.090
77 H 4.0213 3.5470 4.8085  C72 1.090
78 H 4.7226 6.2028 4.4640  C73 1.090
79 H 6.3145 5.4614 4.3710  C73 1.090
80 H 4.3982 4.9475 6.4498  O74 0.960
81 H 6.2323 2.9727 5.0793  O75 0.960
82 C -5.3874 6.2294 0.4492  C83 1.501, O85 1.374, H86 1.090, H87 1.090
83 C -5.8927 5.4639 -0.7392  C82 1.501, O84 1.432, H88 1.090, H89 1.090
84 O -6.1367 4.0753 -0.4891  C83 1.432, H90 0.960
85 O -4.0151 6.1612 0.4438  C82 1.374, H91 0.960
86 H -5.7266 5.7094 1.3451  C82 1.090
87 H -5.8173 7.2236 0.3273  C82 1.090
88 H -5.1597 5.6068 -1.5332  C83 1.090
89 H -6.9006 5.6887 -1.0881  C83 1.090
90 H -5.2880 3.6480 -0.6259  O84 0.960
91 H -3.7361 5.5185 1.1001  O85 0.960
92 C -10.8534 1.1305 -2.7708  C93 1.559, O95 1.444, H96 1.090, H97 1.090
93 C -10.1281 0.3538 -3.9115  C92 1.559, O94 1.439, H98 1.090, H99 1.090
94 O -9.0361 1.2224 -4.2622  C93 1.439, H100 0.960
95 O -10.2020 0.7534 -1.5389  C92 1.444, H101 0.960
96 H -11.9003 0.8273 -2.7647  C92 1.090
97 H -10.8757 2.2203 -2.7776  C92 1.090
98 H -10.7148 0.1881 -4.8150  C93 1.090
99 H -9.7227 -0.6323 -3.6846  C93 1.090
100 H -8.4126 1.3538 -3.5441  O94 0.960
101 H -9.3940 1.2639 -1.6296  O95 0.960
102 C -1.6923 -6.3136 -9.1540  C103 1.602, O105 1.469, H106 1.090, H107 1.090
103 C -0.1318 -6.2968 -9.5142  C102 1.602, O104 1.432, H108 1.090, H109 1.090
104 O 0.2585 -5.1397 -10.2623  C103 1.432, H110 0.960
105 O -2.5577 -6.1687 -10.3321  C102 1.469, H111 0.960
106 H -2.0681 -5.6957 -8.3385  C102 1.090
107 H -1.8246 -7.3410 -8.8146  C102 1.090
108 H -0.0633 -7.2173 -10.0938  C103 1.090
109 H 0.5447 -6.5714 -8.7048  C103 1.090
110 H -0.4810 -4.5381 -10.3751  O104 0.960
111 H -2.6697 -5.2157 -10.3615  O105 0.960
112 C -0.9301 10.8405 10.5754  C113 1.586, O115 1.407, H116 1.090, H117 1.090
113 C -1.7155 9.8650 9.6017  C112 1.586, O114 1.456, H118 1.090, H119 1.090
114 O -0.8242 9.1189 8.7246  C113 1.456, H120 0.960
115 O -0.0319 11.5239 9.7358  C112 1.407, H121 0.960
116 H -0.4301 10.1374 11.2416  C112 1.090
117 H -1.4424 11.3760 11.3747  C112 1.090
118 H -2.3361 10.5415 9.0140  C113 1.090
119 H -2.4507 9.1592 9.9883  C113 1.090
120 H -0.1784 9.7088 8.3291  O114 0.960
121 H -0.4338 11.7833 8.9035  O115 0.960
122 C 4.7401 3.0360 -7.8448  O123 1.413, H131 1.090, H132 1.090, H133 1.090
123 O 4.1906 2.3357 -8.9416  C122 1.413, C124 1.406
124 C 4.9084 1.3501 -9.6422  O123 1.406, C125 1.540, H134 1.090, H135 1.090
125 C 6.2453 1.8086 -10.2550  C124 1.540, N126 1.461, H136 1.090, H137 1.090
126 N 6.0790 2.5312 -11.5134  C125 1.461, C127 1.503, H138 1.010
127 C 7.4023 2.8517 -12.1500  N126 1.503, C128 1.520, H139 1.090, H140 1.090
128 C 8.2350 3.8781 -11.3988  C127 1.520, O129 1.397, H141 1.090, H142 1.090
129 O 8.8305 4.6710 -12.3825  C128 1.397, C130 1.451
130 C 9.5601 5.7470 -11.7376  O129 1.451, H143 1.090, H144 1.090, H145 1.090
131 H 4.0013 3.3951 -7.1284  C122 1.090
132 H 5.4631 3.8084 -8.1070  C122 1.090
133 H 5.3185 2.3228 -7.2575  C122 1.090
134 H 4.3070 1.1678 -10.5328  C124 1.090
135 H 5.0292 0.4270 -9.0752  C124 1.090
136 H 6.8161 0.9135 -10.5021  C125 1.090
137 H 6.9412 2.2948 -9.5712  C125 1.090
138 H 5.3899 2.2711 -12.2044  N126 1.010
139 H 7.1857 3.1925 -13.1624  C127 1.090
140 H 7.9848 1.9311 -12.1832  C127 1.090
141 H 8.8860 3.4700 -10.6256  C128 1.090
142 H 7.4078 4.4050 -10.9232  C128 1.090
143 H 8.7659 6.2979 -11.2336  C130 1.090
144 H 10.0418 6.4938 -12.3687  C130 1.090
145 H 10.2603 5.4221 -10.9680  C130 1.090
146 C 8.8396 -6.1067 1.7249  O147 1.444, H155 1.090, H156 1.090, H157 1.090
147 O 7.5378 -5.5990 2.0900  C146 1.444, C148 1.367
148 C 6.6583 -6.6341 1.9398  O147 1.367, C149 1.581, H158 1.090, H159 1.090
149 C 5.2733 -5.9600 2.2976  C148 1.581, N150 1.454, H160 1.090, H161 1.090
150 N 4.8512 -5.0289 1.2633  C149 1.454, C151 1.488, H162 1.010
151 C 3.8562 -4.0557 1.7886  N150 1.488, C152 1.539, H163 1.090, H164 1.090
152 C 4.4480 -2.8523 2.5431  C151 1.539, O153 1.354, H165 1.090, H166 1.090
153 O 3.5865 -2.2518 3.3969  C152 1.354, C154 1.430
154 C 3.5260 -2.7906 4.7203  O153 1.430, H167 1.090, H168 1.090, H169 1.090
155 H 9.5879 -5.3398 1.9249  C146 1.090
156 H 8.8566 -6.3868 0.6716  C146 1.090
157 H 9.1713 -6.9690 2.3032  C146 1.090
158 H 6.8651 -7.3625 2.7238  C148 1.090
159 H 6.5496 -7.1969 1.0126  C148 1.090
160 H 5.4675 -5.3778 3.1984  C149 1.090
161 H 4.5574 -6.7641 2.4675  C149 1.090
162 H 5.6466 -4.4341 1.0797  N150 1.010
163 H 3.0589 -4.4325 2.4293  C151 1.090
164 H 3.2877 -3.6174 0.9683  C151 1.090
165 H 4.7234 -2.0745 1.8309  C152 1.090
166 H 5.3486 -3.0899 3.1094  C152 1.090
167 H 3.2664 -3.8434 4.6091  C154 1.090
168 H 2.6574 -2.3796 5.2348  C154 1.090
169 H 4.4455 -2.5101 5.2341  C154 1.090
170 C -1.0010 3.3315 2.7591  O171 1.397, H179 1.090, H180 1.090, H181 1.090
171 O -1.2862 2.8461 1.4800  C170 1.397, C172 1.448
172 C -0.6372 1.6139 1.0833  O171 1.448, C173 1.580, H182 1.090, H183 1.090
173 C -0.7139 1.5339 -0.4928  C172 1.580, N174 1.467, H184 1.090, H185 1.090
174 N -1.9487 1.1695 -1.1964  C173 1.467, C175 1.499, H186 1.010
175 C -1.7344 1.6916 -2.5854  N174 1.499, C176 1.610, H187 1.090, H188 1.090
176 C -0.5895 0.7997 -3.2832  C175 1.610, O177 1.483, H189 1.090, H190 1.090
177 O -0.8645 -0.6432 -3.0798  C176 1.483, C178 1.373
178 C -0.2866 -1.4963 -3.9868  O177 1.373, H191 1.090, H192 1.090, H193 1.090
179 H -1.3022 2.6432 3.5488  C170 1.090
180 H -1.4462 4.3133 2.9198  C170 1.090
181 H 0.0834 3.3758 2.8607  C170 1.090
182 H -0.9058 0.6720 1.5616  C172 1.090
183 H 0.3855 1.8718 1.3584  C172 1.090
184 H 0.0262 0.7783 -0.7562  C173 1.090
185 H -0.2601 2.4267 -0.9231  C173 1.090
186 H -1.9214 0.2004 -1.4796  N174 1.010
187 H -1.6719 2.7716 -2.7187  C175 1.090
188 H -2.6862 1.6101 -3.1104  C175 1.090
189 H 0.4141 0.9738 -2.8952  C176 1.090
190 H -0.5390 1.0039 -4.3527  C176 1.090
191 H -0.3692 -2.5085 -3.5910  C178 1.090
192 H 0.7075 -1.3261 -4.4002  C178 1.090
193 H -0.9462 -1.4649 -4.8540  C178 1.090

Results
Frontier orbital gap (Ha): 0.319
Calculated total energy (eV): -103588.5079
Largest force on an atom (eV Å⁻¹): 4.1



No. 2
Computed, not measured: a cluster of 8 separate species, H18NO7 in total at a distorted geometry, with wB97M-V/def2-TZVPD.

Each atom is followed by the atoms it is bonded to, with distances in Å.
Cartesian coordinates (Å):
1 N -36.5622 -10.4831 -18.8733  H2 0.993, H3 1.028, H4 1.067, H5 1.058
2 H -35.9068 -9.8971 -19.3355  N1 0.993
3 H -36.3070 -11.4792 -18.8811  N1 1.028
4 H -37.3853 -10.3855 -19.5459  N1 1.067
5 H -36.9432 -10.1442 -17.9459  N1 1.058
6 O -35.1554 -13.9256 -18.3624  H7 0.906, H8 1.129
7 H -34.4195 -13.5851 -17.9574  O6 0.906
8 H -35.0787 -14.0968 -19.4757  O6 1.129
9 O -38.4909 -8.8840 -21.1595  H10 1.065, H11 0.978
10 H -39.3220 -9.2427 -21.7198  O9 1.065
11 H -38.0119 -8.6064 -21.9657  O9 0.978
12 O -39.0105 -13.5205 -18.1451  H13 0.960, H14 0.969
13 H -38.2134 -13.0842 -17.8355  O12 0.960
14 H -39.1744 -12.9205 -18.8887  O12 0.969
15 O -39.6438 -11.5593 -19.7928  H16 1.012, H17 1.009
16 H -39.4775 -11.9569 -20.7086  O15 1.012
17 H -40.5157 -11.0582 -19.8730  O15 1.009
18 O -33.4939 -9.0972 -19.2024  H19 0.991, H20 0.892
19 H -32.5262 -8.9309 -19.0711  O18 0.991
20 H -33.7335 -8.7977 -20.0072  O18 0.892
21 O -36.4589 -11.7210 -21.6952  H22 0.875, H23 0.924
22 H -35.5875 -11.7890 -21.7234  O21 0.875
23 H -36.7194 -12.1449 -22.4743  O21 0.924
24 O -37.4757 -12.1058 -16.4453  H25 0.963, H26 1.015
25 H -36.5693 -12.1327 -16.1199  O24 0.963
26 H -38.0000 -11.9904 -15.5841  O24 1.015

Results
Frontier orbital gap (Ha): 0.348
Net charge: +1
Calculated total energy (eV): -16107.0628
Energy relative to the best compared isomer or geometry (same formula, charge and spin) (kJ/mol): 416.2
Largest force on an atom (eV Å⁻¹): 7.3



- Which of these has the lowest frontier orbital gap?
  C44H120N6O23



- Which of these has the highest calculated total energy?
  H18NO7



- What is the calculated total energy in the second record?
  -16107.0628 eV